1.
{
  "formula": "C4H9NS",
  "method": "ωB97M-V with the def2-TZVPD basis set",
  "species": ["C", "C", "C", "C", "N", "S", "H", "H", "H", "H", "H", "H", "H", "H", "H"],
  "coordinates": [[0.188, 2.056, 0.765], [0.791, -1.468, 0.361], [-0.375, -0.141, -1.560], [-0.006, -0.219, -0.012], [0.736, 1.052, 0.242], [-1.696, -0.321, 0.897], [0.948, 2.900, 0.892], [-0.840, 2.209, 1.092], [1.037, -1.427, 1.426], [1.786, -1.518, -0.239], [0.327, -2.492, 0.029], [-0.992, 0.845, -1.897], [0.598, 0.052, -2.185], [-0.899, -1.036, -2.014], [-1.601, -0.492, 2.203]],
  "forces_ev_per_angstrom": [[2.096, 1.409, 0.014], [1.531, -1.387, -1.876], [0.120, 1.670, -1.752], [-1.147, 0.796, -0.652], [-0.513, -1.775, 0.186], [-0.685, 0.216, -1.913], [-1.447, -0.715, -0.077], [-0.019, -0.399, -0.011], [-0.090, -0.340, -0.208], [-1.407, 0.552, 1.073], [0.234, 2.190, 0.982], [1.115, -2.344, 1.380], [-1.479, -0.689, 1.437], [0.619, 0.912, 0.909], [1.070, -0.095, 0.509]],
  "smiles": "C=NC(C)(C)S",
  "homo_lumo_gap_ev": 9.9,
  "e_above_lowest_kcal_mol": 45.1,
  "e_homo_ev": -9.168,
  "e_tot_ha": -610.6818
}

***

2.
{
  "formula": "C5H10N3O",
  "method": "ωB97M-V with the def2-TZVPD basis set",
  "species": ["C", "C", "C", "C", "C", "N", "N", "N", "O", "H", "H", "H", "H", "H", "H", "H", "H", "H", "H"],
  "coordinates": [[0.082, -1.944, -0.518], [-0.810, 1.639, 0.280], [-1.250, 0.218, 0.055], [0.350, 1.756, -0.652], [0.072, -0.508, -0.008], [0.308, -2.526, 0.677], [0.331, -1.351, 1.582], [1.050, 0.485, -0.511], [-0.087, -2.422, -1.605], [-1.423, 2.360, -0.087], [-0.652, 1.740, 1.385], [-1.804, -0.245, 0.933], [-1.735, 0.110, -0.843], [-0.047, 1.882, -1.693], [0.989, 2.411, -0.340], [0.159, -3.456, 0.964], [1.313, -1.193, 1.958], [1.281, 0.302, -1.545], [1.873, 0.743, -0.033]],
  "forces_ev_per_angstrom": [[0.358, -1.081, -0.142], [0.766, -1.381, 1.834], [0.715, -0.808, 3.088], [-4.130, -2.084, -1.307], [0.234, -1.910, 3.616], [0.713, 2.337, 0.231], [0.390, 1.291, -2.797], [-0.303, -1.133, -4.007], [-0.039, 0.620, -0.140], [-2.631, 1.990, -0.317], [0.440, 0.474, -1.078], [0.327, 0.668, -1.369], [-1.494, -0.479, -2.169], [0.711, 0.030, 0.913], [3.561, 4.628, 1.042], [-0.316, -1.089, 0.539], [-1.083, -0.456, -0.963], [0.312, -0.721, 1.932], [1.468, -0.895, 1.093]],
  "charge": 1,
  "smiles": "O=C1NN[C@]12CCC[NH2+]2",
  "homo_lumo_gap_ev": 9.9,
  "e_above_lowest_kcal_mol": 95.5,
  "e_homo_ev": -13.568,
  "e_tot_ha": -435.6499
}

***

3.
{
  "formula": "C39H76Br3N3O11S",
  "method": "ωB97M-V with the def2-TZVPD basis set",
  "species": ["C", "C", "C", "C", "C", "N", "C", "C", "C", "C", "Br", "C", "C", "C", "C", "C", "O", "O", "C", "C", "Br", "C", "C", "Br", "C", "N", "C", "N", "C", "S", "H", "H", "H", "H", "H", "H", "H", "H", "H", "H", "H", "H", "H", "H", "H", "H", "H", "H", "H", "H", "H", "H", "C", "C", "O", "H", "H", "H", "H", "H", "H", "C", "C", "O", "H", "H", "H", "H", "H", "H", "C", "C", "O", "H", "H", "H", "H", "H", "H", "C", "C", "O", "H", "H", "H", "H", "H", "H", "C", "C", "O", "H", "H", "H", "H", "H", "H", "C", "C", "O", "H", "H", "H", "H", "H", "H", "C", "C", "O", "H", "H", "H", "H", "H", "H", "C", "C", "O", "H", "H", "H", "H", "H", "H", "C", "C", "O", "H", "H", "H", "H", "H", "H"],
  "coordinates": [[0.745, 5.485, 1.552], [1.229, 4.578, 0.320], [0.176, 4.459, -0.899], [-0.986, 5.572, -0.900], [-0.385, 2.940, -0.972], [0.125, 2.124, -2.026], [-0.385, 0.775, -1.995], [0.158, -0.221, -3.103], [-0.267, -1.729, -3.176], [0.325, -2.737, -4.287], [1.432, -4.189, -3.419], [1.348, -1.993, -5.320], [2.751, -1.576, -4.647], [-1.307, -2.218, -2.069], [-1.777, -3.764, -2.074], [-2.520, -4.135, -3.475], [-3.372, -3.368, -3.982], [-2.229, -5.381, -4.111], [-1.853, -1.220, -1.001], [-2.918, -1.731, 0.103], [-4.841, -1.599, -0.328], [-2.384, -2.238, 1.334], [-3.444, -2.772, 2.412], [-0.454, -2.311, 1.759], [-1.391, 0.302, -0.919], [-1.958, 1.080, 0.154], [-1.394, 2.390, 0.084], [-1.827, 3.351, 1.158], [-1.694, 2.726, 2.296], [-1.041, 2.128, 3.716], [0.620, 6.595, 1.318], [1.580, 5.414, 2.357], [-0.213, 5.133, 2.068], [2.192, 5.064, -0.109], [1.532, 3.516, 0.634], [0.787, 4.637, -1.869], [-1.569, 5.658, 0.079], [-1.739, 5.281, -1.736], [-0.532, 6.578, -1.254], [0.895, 0.206, -3.878], [-0.508, -3.172, -4.945], [1.603, -2.779, -6.136], [0.756, -1.121, -5.767], [3.589, -2.343, -4.775], [2.547, -1.458, -3.512], [3.045, -0.525, -5.032], [-0.895, -4.457, -1.850], [-2.570, -3.983, -1.260], [-1.484, -5.782, -3.604], [-4.247, -3.406, 1.876], [-3.955, -1.907, 2.975], [-2.990, -3.459, 3.214], [-5.544, -1.623, 6.459], [-4.032, -1.521, 6.502], [-3.527, -1.211, 5.208], [-5.857, -2.394, 5.750], [-5.947, -1.866, 7.446], [-5.986, -0.682, 6.121], [-3.593, -2.471, 6.819], [-3.712, -0.742, 7.201], [-3.914, -0.364, 4.937], [4.690, -6.758, -5.660], [5.009, -5.278, -5.726], [4.107, -4.621, -6.609], [4.758, -7.210, -6.651], [5.380, -7.276, -4.988], [3.667, -6.917, -5.305], [6.024, -5.122, -6.101], [4.932, -4.815, -4.736], [3.213, -4.757, -6.265], [-0.530, 10.061, -0.086], [-1.640, 9.238, 0.536], [-1.092, 8.222, 1.367], [0.134, 9.424, -0.678], [-0.937, 10.842, -0.732], [0.085, 10.529, 0.688], [-2.238, 8.754, -0.239], [-2.302, 9.867, 1.140], [-0.572, 8.657, 2.056], [6.295, 1.626, -6.211], [5.267, 0.519, -6.330], [4.001, 1.062, -6.685], [5.987, 2.356, -5.458], [7.273, 1.223, -5.933], [6.394, 2.166, -7.157], [5.156, -0.004, -5.378], [5.563, -0.210, -7.091], [4.105, 1.515, -7.532], [-6.379, 2.948, 3.559], [-6.443, 1.435, 3.588], [-5.234, 0.902, 4.119], [-5.534, 3.285, 2.952], [-7.299, 3.370, 3.149], [-6.227, 3.349, 4.566], [-6.572, 1.038, 2.579], [-7.279, 1.090, 4.204], [-5.132, 1.252, 5.016], [3.451, -2.929, 0.336], [3.755, -1.446, 0.261], [2.830, -0.798, -0.606], [3.503, -3.382, -0.658], [4.158, -3.440, 0.995], [2.437, -3.096, 0.710], [4.760, -1.281, -0.134], [3.693, -0.983, 1.251], [1.943, -0.940, -0.246], [-1.755, 5.088, 7.477], [-1.193, 5.911, 6.334], [0.199, 5.661, 6.187], [-1.241, 5.330, 8.411], [-2.824, 5.275, 7.604], [-1.603, 4.020, 7.296], [-1.327, 6.977, 6.528], [-1.695, 5.666, 5.392], [0.308, 4.717, 6.007], [-2.751, -0.279, 10.729], [-4.103, 0.406, 10.749], [-4.964, -0.179, 9.779], [-2.294, -0.197, 9.739], [-2.078, 0.165, 11.467], [-2.854, -1.346, 10.946], [-3.998, 1.467, 10.511], [-4.572, 0.318, 11.734], [-5.059, -1.115, 10.001], [6.765, -10.388, -9.219], [6.750, -8.964, -8.699], [6.086, -8.907, -7.442], [5.746, -10.767, -9.328], [7.268, -10.444, -10.188], [7.279, -11.051, -8.517], [6.218, -8.309, -9.392], [7.769, -8.582, -8.576], [6.568, -9.481, -6.831]],
  "forces_ev_per_angstrom": [[0.853, -0.355, 0.933], [0.166, 0.626, -0.242], [-0.018, -0.471, -0.270], [-0.196, -0.325, -1.100], [0.060, -1.510, -1.096], [-3.313, -0.618, 3.991], [-0.118, -0.979, -0.037], [-1.888, -2.420, 1.352], [-0.608, 3.193, 2.417], [0.123, 2.194, -0.607], [-0.867, 0.382, -0.400], [0.227, -1.215, 0.254], [-0.901, 1.047, 0.864], [0.108, 2.735, 0.778], [-0.400, 0.290, -0.216], [-1.963, 1.625, -1.232], [3.366, -3.099, 1.867], [0.365, 2.101, 2.025], [0.910, -0.552, -1.968], [4.106, -0.449, 1.353], [1.892, -0.169, 0.507], [-3.623, 0.584, -1.940], [0.289, -0.362, 0.220], [-1.860, 0.146, -0.552], [0.047, -2.285, -1.174], [4.179, 3.105, -3.622], [-0.318, -1.531, -0.938], [0.912, -4.546, 3.265], [2.064, 1.468, -0.915], [-2.234, 1.491, -3.586], [0.146, -1.703, -0.048], [-1.350, 0.143, -1.249], [1.321, 0.388, -0.949], [-1.574, -0.805, 0.746], [-0.486, 1.599, -0.194], [-1.203, -0.714, 1.510], [1.093, 0.019, -1.392], [1.165, 0.441, 1.393], [-0.739, -1.581, 0.973], [-1.354, -0.693, 1.539], [1.169, 0.222, 1.414], [-0.754, 1.452, 1.132], [1.039, -1.188, 0.519], [-1.327, 1.128, -0.102], [0.603, -0.160, -1.746], [-0.289, -1.912, 0.493], [-1.143, 1.066, -0.498], [1.247, 0.668, -1.291], [-0.642, 0.295, -0.526], [1.301, 1.170, 0.672], [0.905, -1.297, -1.021], [-0.373, 1.214, -1.305], [-0.142, -0.124, 0.143], [-0.178, 0.337, -0.264], [0.264, 0.022, 0.100], [0.078, 0.020, 0.078], [-0.044, 0.056, -0.054], [0.010, -0.053, 0.126], [0.080, 0.087, -0.138], [-0.087, -0.131, 0.213], [0.075, -0.415, -0.181], [-0.044, -0.053, -0.070], [-0.403, -0.212, 0.156], [-0.064, 0.251, -0.145], [0.108, 0.076, 0.196], [-0.062, -0.041, -0.041], [0.061, 0.068, 0.151], [-0.158, 0.117, -0.092], [0.168, -0.038, 0.086], [0.222, 0.012, -0.049], [0.037, 0.066, -0.156], [0.289, 0.185, 0.190], [-0.063, -0.099, 0.104], [-0.122, 0.026, 0.002], [0.078, 0.001, 0.041], [-0.099, 0.067, -0.029], [0.062, -0.123, 0.173], [-0.099, 0.082, -0.167], [-0.144, -0.135, -0.138], [0.122, 0.061, 0.114], [0.152, 0.287, -0.290], [-0.227, -0.018, -0.002], [0.020, -0.132, -0.004], [-0.015, 0.069, -0.046], [0.079, -0.102, 0.000], [-0.138, 0.061, -0.129], [0.131, -0.099, 0.128], [-0.069, -0.119, 0.224], [0.022, 0.123, -0.089], [-0.070, 0.266, 0.161], [0.294, -0.095, 0.186], [-0.107, -0.079, -0.028], [0.056, 0.021, 0.057], [-0.128, -0.018, -0.017], [0.176, -0.102, 0.146], [-0.113, 0.024, -0.121], [-0.121, 0.114, -0.245], [0.127, -0.164, 0.002], [-0.416, -0.135, 0.030], [-0.018, 0.155, -0.103], [0.051, 0.077, 0.062], [-0.071, -0.024, -0.006], [0.047, 0.001, 0.075], [-0.157, 0.118, -0.069], [0.179, -0.073, 0.077], [0.147, 0.036, -0.149], [-0.122, 0.025, 0.149], [0.076, -0.424, 0.014], [0.171, 0.077, -0.050], [-0.064, 0.064, -0.092], [0.034, -0.073, 0.022], [-0.104, 0.037, -0.067], [0.188, -0.072, -0.069], [-0.176, 0.096, 0.039], [-0.006, 0.249, -0.003], [0.168, 0.052, -0.003], [0.086, -0.398, 0.049], [-0.188, 0.015, -0.155], [-0.042, 0.077, 0.089], [0.002, -0.083, -0.031], [0.009, 0.069, 0.105], [-0.159, -0.116, -0.090], [0.118, 0.149, 0.083], [0.010, 0.240, -0.072], [-0.034, -0.086, -0.160], [0.131, -0.345, 0.175], [0.023, -0.004, 0.049], [0.072, 0.105, -0.043], [-0.005, -0.064, 0.060], [0.084, 0.057, -0.079], [-0.037, 0.017, 0.218], [0.028, 0.032, -0.201], [-0.150, 0.149, -0.136]],
  "smiles": "CC[C@@H](Br)c1cc2nc([C@@H](C)CC)c(N=C=S)nc2c(/C(Br)=C(/C)Br)c1CC(=O)O.CCO.CCO.CCO.CCO.CCO.CCO.CCO.CCO.CCO",
  "homo_lumo_gap_ev": 7.5,
  "e_homo_ev": -8.430,
  "e_tot_ha": -10643.3256
}